1.
{
  "formula": "C7H6NO6Ru",
  "method": "ωB97M-V with the def2-TZVPD basis set",
  "elements": ["O", "C", "Ru", "C", "O", "C", "O", "C", "O", "C", "O", "H", "C", "C", "N", "O", "H", "H", "H", "H", "H"],
  "xyz": [[-0.867, -3.494, -0.304], [-0.825, -2.393, -0.640], [-0.443, 0.844, -0.731], [0.551, 2.120, 0.223], [1.124, 2.939, 0.815], [-1.130, 2.014, -1.968], [-1.612, 2.723, -2.762], [-1.584, 0.575, 0.788], [-2.230, 0.326, 1.712], [1.085, 0.025, -1.605], [2.018, -0.486, -2.050], [-1.439, -1.451, -0.815], [2.751, -1.392, 3.166], [2.246, -0.694, 1.919], [3.178, 0.106, 1.310], [1.091, -0.822, 1.484], [3.817, -1.195, 3.362], [2.579, -2.467, 3.070], [2.153, -1.075, 4.025], [2.914, 0.555, 0.435], [4.144, 0.164, 1.634]],
  "gap_ev": [6.3, 6.4],
  "charge": 3,
  "e_above_lowest_kj_mol": 147.1,
  "lumo_ev": [-14.505, -16.871],
  "e_tot_ha": -869.9904,
  "spin_multiplicity": 5
}

2.
{
  "formula": "C6H7NO",
  "method": "ωB97M-V with the def2-TZVPD basis set",
  "elements": ["C", "C", "C", "C", "N", "C", "C", "O", "H", "H", "H", "H", "H", "H", "H"],
  "xyz": [[-0.134, 0.166, 1.766], [1.179, -0.896, -0.740], [-1.208, -0.447, 1.058], [0.746, 0.404, -0.151], [1.098, 1.574, -0.360], [-1.484, 0.227, -0.256], [-1.996, 0.657, -1.268], [-1.620, -1.603, 1.181], [1.927, 1.725, -0.936], [0.340, -0.447, 2.528], [-0.202, 1.235, 1.932], [2.156, -1.153, -0.324], [1.263, -0.797, -1.825], [0.462, -1.684, -0.498], [-2.526, 1.039, -2.108]],
  "gap_ev": 8.9,
  "charge": 0,
  "e_above_lowest_kj_mol": 484.9,
  "lumo_ev": -0.022,
  "e_tot_ha": -362.6288
}

3.
{
  "formula": "C3H8OS",
  "method": "ωB97M-V with the def2-TZVPD basis set",
  "elements": ["C", "O", "C", "C", "S", "H", "H", "H", "H", "H", "H", "H", "H"],
  "xyz": [[-0.653, 1.119, -0.327], [-1.116, 1.396, -1.611], [-0.184, -0.347, -0.159], [0.953, -0.479, 0.926], [1.747, -2.073, 0.895], [-1.376, 1.440, 0.444], [0.173, 1.771, 0.004], [-2.047, 1.256, -1.717], [0.180, -0.659, -1.127], [-1.004, -0.855, 0.340], [1.754, 0.240, 0.735], [0.410, -0.309, 1.863], [1.164, -2.500, -0.266]],
  "gap_ev": 9.9,
  "charge": 0,
  "e_above_lowest_kj_mol": 66.6,
  "lumo_ev": 0.842,
  "e_tot_ha": -592.4927,
  "smiles": "OCCCS"
}

4.
{
  "formula": "C4H3Li2O2Yb",
  "method": "ωB97M-V with the def2-TZVPD basis set",
  "elements": ["C", "O", "Yb", "Li", "H", "C", "C", "C", "O", "Li", "H", "H"],
  "xyz": [[-0.371, 0.053, 1.803], [-1.132, 0.910, 2.374], [-1.513, -1.082, -1.320], [-2.048, 2.367, 2.034], [0.245, -0.670, 2.406], [0.108, 0.088, 0.509], [1.031, -0.890, -0.122], [1.001, -1.015, -1.483], [0.120, -0.307, -2.320], [1.181, 1.243, -1.861], [-0.277, 1.009, 0.012], [1.654, -1.706, -2.033]],
  "gap_ev": [4.1, 6.1],
  "charge": 1,
  "lumo_ev": [-3.906, -4.842],
  "e_tot_ha": -1478.1241,
  "spin_multiplicity": 3
}

5.
{
  "formula": "C67H75ClN3O32S",
  "method": "ωB97M-V with the def2-TZVPD basis set",
  "elements": ["C", "C", "C", "C", "C", "C", "C", "C", "C", "C", "C", "C", "C", "C", "C", "C", "S", "O", "O", "Cl", "N", "C", "C", "C", "O", "N", "C", "C", "N", "C", "C", "C", "O", "C", "H", "H", "H", "H", "H", "H", "H", "H", "H", "H", "H", "H", "H", "H", "H", "H", "H", "H", "H", "H", "H", "H", "H", "H", "H", "H", "H", "H", "H", "H", "H", "H", "H", "H", "H", "H", "H", "H", "H", "H", "H", "H", "H", "H", "H", "H", "H", "C", "C", "C", "O", "C", "C", "C", "O", "O", "O", "H", "H", "H", "H", "C", "C", "C", "O", "C", "C", "C", "O", "O", "O", "H", "H", "H", "H", "C", "C", "C", "O", "C", "C", "C", "O", "O", "O", "H", "H", "H", "H", "C", "C", "C", "O", "C", "C", "C", "O", "O", "O", "H", "H", "H", "H", "C", "C", "C", "O", "C", "C", "C", "O", "O", "O", "H", "H", "H", "H", "C", "C", "C", "O", "C", "C", "C", "O", "O", "O", "H", "H", "H", "H", "C", "C", "C", "O", "C", "C", "C", "O", "O", "O", "H", "H", "H", "H"],
  "xyz": [[2.041, 1.312, 5.468], [3.323, 0.958, 4.590], [3.117, -0.337, 3.689], [2.079, 0.037, 2.568], [1.676, -1.168, 1.608], [0.103, -1.345, 1.506], [-0.561, -0.736, 0.195], [0.170, 0.531, -0.397], [-0.093, 1.795, 0.517], [0.860, 3.049, 0.157], [0.054, 4.320, 0.555], [0.086, 5.101, 1.780], [1.083, 4.734, 2.948], [2.408, 5.616, 2.655], [3.724, 4.749, 2.504], [4.774, 5.443, 1.504], [5.053, 4.479, -0.028], [5.108, 5.458, -1.131], [3.968, 3.537, -0.336], [6.885, 3.521, -0.068], [-0.836, 6.166, 1.735], [-1.419, 6.052, 0.471], [-2.516, 7.093, 0.073], [-3.918, 6.387, 0.255], [-4.640, 6.210, -0.714], [-4.419, 5.953, 1.545], [-5.898, 5.811, 1.520], [-3.872, 4.608, 1.930], [-0.918, 4.994, -0.249], [-1.421, 4.767, -1.635], [-1.521, 3.259, -2.081], [-2.154, 3.266, -3.565], [-1.138, 3.144, -4.554], [-0.781, 4.399, -5.147], [2.269, 1.266, 6.575], [1.642, 2.335, 5.240], [1.215, 0.558, 5.286], [3.510, 1.826, 3.898], [4.248, 0.852, 5.232], [2.723, -1.138, 4.375], [4.083, -0.637, 3.212], [1.140, 0.380, 3.106], [2.396, 0.933, 1.946], [2.064, -2.105, 2.112], [2.189, -1.123, 0.608], [-0.093, -2.457, 1.491], [-0.431, -0.954, 2.424], [-0.608, -1.567, -0.565], [-1.632, -0.495, 0.467], [-0.296, 0.739, -1.411], [1.269, 0.391, -0.590], [-1.171, 2.137, 0.447], [0.062, 1.573, 1.616], [1.731, 2.958, 0.869], [1.202, 3.034, -0.909], [1.354, 3.649, 2.921], [0.685, 5.063, 3.953], [2.273, 6.143, 1.660], [2.549, 6.430, 3.413], [4.238, 4.765, 3.510], [3.555, 3.701, 2.146], [5.774, 5.557, 2.013], [4.419, 6.462, 1.208], [-1.021, 6.862, 2.454], [-2.387, 7.414, -0.996], [-2.471, 7.940, 0.804], [-6.438, 6.762, 1.266], [-6.245, 4.979, 0.844], [-6.229, 5.511, 2.560], [-3.334, 4.138, 1.058], [-4.737, 3.952, 2.218], [-3.202, 4.690, 2.836], [-2.476, 5.177, -1.666], [-0.785, 5.393, -2.322], [-2.111, 2.607, -1.390], [-0.462, 2.897, -2.236], [-2.754, 4.223, -3.683], [-2.906, 2.433, -3.572], [-1.311, 4.594, -6.128], [0.321, 4.332, -5.395], [-0.908, 5.289, -4.476], [5.996, -2.220, 1.625], [5.974, -1.134, 0.849], [6.663, -1.108, -0.475], [6.596, -0.100, -1.153], [7.395, -2.300, -0.895], [7.421, -3.388, -0.118], [6.706, -3.426, 1.195], [6.735, -4.440, 1.868], [8.094, -4.497, -0.491], [5.330, -0.004, 1.224], [5.499, -2.254, 2.585], [7.904, -2.261, -1.848], [7.961, -5.139, 0.232], [5.467, 0.629, 0.491], [-6.159, -3.398, 1.534], [-5.085, -2.931, 0.890], [-3.746, -2.868, 1.550], [-2.788, -2.452, 0.920], [-3.643, -3.307, 2.940], [-4.718, -3.771, 3.587], [-6.052, -3.860, 2.918], [-7.000, -4.305, 3.536], [-4.647, -4.179, 4.867], [-5.161, -2.498, -0.385], [-7.133, -3.451, 1.067], [-2.672, -3.240, 3.411], [-5.551, -4.468, 5.100], [-4.255, -2.216, -0.618], [10.539, 7.836, -2.037], [11.629, 7.209, -2.493], [11.597, 5.764, -2.871], [12.606, 5.236, -3.299], [10.338, 5.038, -2.702], [9.250, 5.664, -2.244], [9.275, 7.116, -1.891], [8.256, 7.652, -1.493], [8.080, 5.014, -2.078], [12.804, 7.852, -2.633], [10.549, 8.882, -1.762], [10.332, 3.988, -2.963], [7.452, 5.685, -1.739], [13.427, 7.184, -2.978], [5.230, -7.127, 0.290], [5.060, -8.406, 0.640], [4.652, -9.440, -0.360], [4.524, -10.597, -0.006], [4.416, -9.006, -1.738], [4.584, -7.726, -2.085], [5.017, -6.700, -1.091], [5.176, -5.546, -1.452], [4.369, -7.304, -3.347], [5.249, -8.821, 1.907], [5.527, -6.368, 1.002], [4.105, -9.757, -2.446], [4.560, -6.346, -3.338], [5.065, -9.780, 1.898], [-11.176, 4.639, 4.123], [-9.929, 4.160, 4.122], [-9.252, 3.748, 2.856], [-8.105, 3.334, 2.898], [-10.003, 3.857, 1.608], [-11.253, 4.333, 1.607], [-11.922, 4.771, 2.870], [-13.052, 5.215, 2.824], [-11.964, 4.439, 0.470], [-9.225, 4.028, 5.265], [-11.677, 4.943, 5.032], [-9.508, 3.539, 0.701], [-12.829, 4.809, 0.736], [-8.359, 3.664, 4.997], [-0.817, -8.417, -2.117], [0.421, -8.921, -2.111], [1.099, -9.343, -3.375], [2.234, -9.778, -3.326], [0.355, -9.214, -4.628], [-0.884, -8.713, -4.632], [-1.549, -8.267, -3.372], [-2.674, -7.799, -3.425], [-1.589, -8.587, -5.774], [1.113, -9.070, -0.966], [-1.318, -8.106, -1.210], [0.849, -9.539, -5.533], [-2.447, -8.201, -5.512], [1.974, -9.450, -1.228], [-7.449, -8.058, -3.004], [-6.176, -7.698, -3.206], [-5.831, -6.540, -4.097], [-4.669, -6.220, -4.250], [-6.929, -5.835, -4.762], [-8.196, -6.203, -4.558], [-8.543, -7.336, -3.650], [-9.713, -7.625, -3.479], [-9.221, -5.568, -5.162], [-5.165, -8.367, -2.610], [-7.716, -8.888, -2.363], [-6.666, -5.014, -5.415], [-10.028, -6.020, -4.850], [-4.320, -7.944, -2.891]],
  "gap_ev": 7.5,
  "charge": 1,
  "lumo_ev": -3.083,
  "e_tot_ha": -6027.9737
}

6.
{
  "formula": "C8H36O10",
  "method": "ωB97M-V with the def2-TZVPD basis set",
  "elements": ["C", "O", "H", "H", "H", "H", "C", "O", "H", "H", "H", "H", "C", "C", "O", "H", "H", "H", "H", "H", "H", "C", "C", "O", "H", "H", "H", "H", "H", "H", "C", "C", "O", "H", "H", "H", "H", "H", "H", "O", "H", "H", "O", "H", "H", "O", "H", "H", "O", "H", "H", "O", "H", "H"],
  "xyz": [[-3.306, 26.541, -14.777], [-3.446, 27.893, -14.409], [-2.497, 26.107, -14.190], [-4.181, 26.037, -14.366], [-3.291, 26.484, -15.865], [-4.132, 28.297, -14.946], [3.041, 20.103, -6.179], [2.472, 20.366, -7.478], [3.508, 20.884, -5.579], [2.170, 19.786, -5.606], [3.803, 19.352, -6.386], [1.984, 19.654, -7.898], [-8.023, 18.643, -9.243], [-8.495, 19.136, -10.655], [-7.872, 20.423, -10.808], [-8.599, 19.180, -8.490], [-6.950, 18.702, -9.060], [-8.370, 17.627, -9.060], [-9.580, 19.169, -10.752], [-8.065, 18.450, -11.385], [-6.935, 20.289, -10.963], [4.573, 23.991, -12.037], [3.958, 23.090, -13.101], [2.711, 22.554, -12.724], [4.423, 23.392, -11.138], [4.076, 24.961, -12.031], [5.641, 24.144, -12.190], [4.633, 22.346, -13.524], [3.569, 23.721, -13.900], [2.902, 21.690, -12.354], [1.152, 21.430, -18.358], [-0.185, 21.848, -17.696], [-0.619, 20.928, -16.687], [1.268, 20.394, -18.674], [1.864, 21.392, -17.533], [1.572, 22.104, -19.104], [-1.037, 21.772, -18.371], [-0.009, 22.888, -17.419], [-0.078, 21.151, -15.926], [-5.479, 18.862, -17.091], [-4.625, 19.261, -16.924], [-5.476, 18.061, -16.566], [-3.235, 20.774, -11.755], [-3.265, 21.322, -12.539], [-2.642, 21.236, -11.162], [-3.045, 26.428, -8.377], [-2.953, 25.510, -8.629], [-3.011, 26.419, -7.420], [-1.464, 22.454, -8.320], [-0.530, 22.254, -8.250], [-1.839, 22.138, -7.498], [-2.893, 16.215, -11.351], [-2.865, 17.172, -11.344], [-3.423, 15.985, -10.587]],
  "gap_ev": 10.0,
  "charge": 0,
  "e_above_lowest_kj_mol": 491.1,
  "lumo_ev": -0.035,
  "e_tot_ha": -1078.6354,
  "smiles": "CCO.CCO.CCO.CO.CO.O.O.O.O.O"
}